A structure of composition C35H52BrN3OP2Re at a distorted geometry. Source: the OMol25 dataset; level of theory: wB97M-V/def2-TZVPD.

The geometry in ORCA input format:
```
! RIJCOSX wB97M-V def2-TZVPD def2/J DEFGRID3
* xyz 4 4
C -1.777 5.683 -4.657
C -2.103 4.342 -5.070
C -2.214 4.092 -6.439
C -1.911 5.118 -7.347
N -1.576 6.326 -6.921
C -1.497 6.634 -5.621
C -2.117 3.292 -4.108
C -1.550 3.253 -2.900
C -0.266 2.523 -2.759
C -0.004 2.270 -1.410
C 0.888 1.279 -0.948
C 1.323 0.246 -1.794
C 0.822 0.306 -3.098
C -0.062 1.356 -3.581
Re -1.891 1.361 -2.370
P 2.524 -1.096 -1.378
H -2.514 3.112 -6.777
H -1.746 5.960 -3.608
H -1.964 4.924 -8.433
H -1.218 7.661 -5.353
H -0.034 1.581 -4.684
H -0.230 3.138 -0.773
H 1.058 -0.498 -3.781
H 1.219 1.314 0.083
C 2.154 -2.676 -0.571
C 2.849 -3.907 -1.115
H 1.076 -2.869 -0.681
H 2.347 -2.585 0.502
H 2.487 -4.814 -0.599
H 2.661 -4.034 -2.192
H 3.936 -3.859 -0.948
C 3.325 -1.450 -2.955
C 4.153 -0.365 -3.643
H 2.523 -1.765 -3.629
H 3.918 -2.365 -2.853
H 4.154 -0.545 -4.730
H 3.758 0.643 -3.477
H 5.192 -0.385 -3.290
C 3.627 -0.252 -0.239
C 5.024 -0.882 -0.145
H 3.101 -0.306 0.739
H 3.687 0.813 -0.525
H 5.637 -0.281 0.537
H 4.982 -1.909 0.241
H 5.529 -0.892 -1.119
Br -0.298 -1.326 0.051
P -2.057 -1.017 -2.894
C -0.830 -2.413 -3.124
C -1.111 -3.851 -3.581
H -0.384 -2.453 -2.119
H -0.073 -1.999 -3.797
H -0.140 -4.386 -3.611
H -1.735 -4.414 -2.875
H -1.531 -3.925 -4.596
C -3.405 -1.672 -1.801
C -4.284 -2.896 -2.038
H -4.066 -0.807 -1.642
H -2.848 -1.824 -0.861
H -4.803 -3.081 -1.087
H -5.063 -2.712 -2.785
H -3.732 -3.804 -2.284
C -2.371 -0.452 -4.582
C -2.996 -1.329 -5.680
H -1.393 -0.162 -4.986
H -2.961 0.477 -4.456
H -3.367 -0.642 -6.465
H -2.232 -1.961 -6.160
H -3.827 -1.950 -5.333
C 0.881 2.157 5.510
C -0.119 1.067 5.266
N -0.701 1.036 3.893
C -1.038 -0.325 3.450
C -2.355 -0.853 3.963
C -1.540 2.098 3.547
O -1.693 3.055 4.328
C -2.233 2.109 2.210
C -3.508 2.690 2.127
C -4.140 2.717 0.880
C -3.498 2.194 -0.255
N -2.255 1.690 -0.168
C -1.611 1.665 1.045
H 1.692 2.094 4.800
H 1.286 2.016 6.506
H 0.409 3.124 5.456
H 0.349 0.085 5.392
H -0.948 1.142 5.992
H -1.007 -0.369 2.354
H -0.204 -0.956 3.789
H -3.166 -0.537 3.316
H -2.329 -1.937 3.950
H -2.556 -0.524 4.980
H -3.953 3.137 3.024
H -5.130 3.163 0.747
H -3.927 2.137 -1.290
H -0.626 1.203 1.073
*
```

Computed properties:
Gap between HOMO and LUMO (alpha / beta)   5.31 / 4.53 eV
Relative energy (zero: lowest compared OMol25 entry of this formula, charge and spin)   26.2 kcal per mole
Highest occupied orbital energy (alpha / beta)   -0.68563 / -0.68634 hartree
⟨S²⟩   3.8635
E   -4937.5429 Eh
Strongest force on any atom   0.0871 hartree/bohr

Results of the Löwdin charge analysis, in e, for atoms 1 through 8: 0.05, -0.21, 0.04, -0.06, 0.14, -0.05, 0.13, -0.14